A 2-piece molecular cluster, C26H35N2O2Si overall. Source: OMol25; level of theory: ωB97M-V with the def2-TZVPD basis set.

## Properties
energy	-42477.062	eV
net charge	+1
molecular weight	435.66	g mol⁻¹

Each line ends with the natural charge from an NBO analysis.
CARTESIAN COORDINATES (ANGSTROEM)
C: 0.629 -3.497 3.697  -1.138
Si: 0.551 -2.463 2.142  1.857
C: -0.984 -1.403 2.217  -1.146
C: 2.092 -1.394 2.053  -1.142
O: 0.476 -3.680 0.922  -0.796
C: 0.361 -3.395 -0.364  0.693
C: 0.633 -4.344 -1.337  -0.464
C: 1.164 -3.793 -2.574  -0.403
C: 1.723 -2.380 -2.386  -0.440
C: 0.615 -1.517 -1.879  -0.055
O: 0.071 -2.123 -0.637  -0.525
H: 0.581 -2.839 4.577  0.245
H: -0.209 -4.204 3.750  0.242
H: 1.561 -4.074 3.758  0.244
H: -0.880 -0.695 3.054  0.247
H: -1.156 -0.822 1.303  0.251
H: -1.872 -2.019 2.405  0.242
H: 2.056 -0.697 2.906  0.252
H: 3.007 -1.996 2.149  0.246
H: 2.169 -0.791 1.138  0.241
H: 0.754 -5.370 -0.971  0.235
H: 1.878 -4.463 -3.063  0.217
H: 0.317 -3.685 -3.268  0.172
H: 2.580 -2.408 -1.704  0.218
H: 2.091 -1.984 -3.330  0.231
H: 0.940 -0.512 -1.602  0.210
H: -0.215 -1.467 -2.588  0.190
C: 3.601 -11.025 -4.516  -0.414
N: 2.504 -10.909 -3.582  -0.370
C: 2.258 -12.091 -2.779  -0.413
C: 1.793 -9.759 -3.420  0.274
C: 0.555 -9.790 -2.726  -0.288
C: -0.095 -8.618 -2.393  -0.117
C: 0.372 -7.359 -2.855  -0.129
C: -0.389 -6.138 -2.700  0.071
C: -1.670 -6.074 -2.094  -0.204
C: -2.638 -5.025 -2.422  -0.070
C: -2.578 -3.911 -3.255  -0.188
C: -3.643 -2.997 -3.203  -0.207
C: -4.722 -3.172 -2.318  -0.193
C: -4.815 -4.330 -1.525  -0.243
C: -3.764 -5.228 -1.600  0.196
N: -3.494 -6.323 -0.771  -0.319
C: -4.432 -6.895 0.174  -0.411
C: -2.247 -6.808 -1.035  0.100
C: 1.617 -7.344 -3.548  -0.122
C: 2.294 -8.503 -3.862  -0.280
H: 3.503 -10.300 -5.333  0.217
H: 4.570 -10.856 -4.013  0.207
H: 3.598 -12.042 -4.940  0.221
H: 1.643 -11.838 -1.911  0.216
H: 1.744 -12.878 -3.357  0.208
H: 3.213 -12.499 -2.414  0.218
H: 0.119 -10.755 -2.461  0.230
H: -1.019 -8.691 -1.824  0.213
H: -0.245 -5.436 -3.536  0.227
H: -1.721 -3.775 -3.924  0.213
H: -3.625 -2.125 -3.850  0.226
H: -5.499 -2.420 -2.255  0.230
H: -5.667 -4.548 -0.886  0.224
H: -5.221 -6.165 0.387  0.228
H: -4.903 -7.801 -0.242  0.220
H: -3.916 -7.177 1.104  0.225
H: -1.824 -7.594 -0.412  0.227
H: 2.026 -6.385 -3.878  0.221
H: 3.230 -8.471 -4.425  0.231